# C42H58BBrF6INO33PS

A cluster of 10 separate species, C42H58BBrF6INO33PS in total at a distorted geometry (ωB97M-V/def2-TZVPD, OMol25).

Computed properties:
HOMO energy	-9.659	eV
spin multiplicity	1
DFT total energy	-8407.5301	hartree
max |F|	8.044	eV/A
frontier orbital gap	4.94	eV
charge	+1
E_LUMO	-4.7	eV

Geometry as XYZ:
```
145
Properties=species:S:1:pos:R:3:forces:R:3
C -3.86541 2.24809 4.85203 0.2 0.8 -2.9
C -3.65808 1.92101 3.40107 -0.1 0.7 2.8
C -2.69869 2.95885 2.55381 -2.5 0.2 1.4
C -2.95199 2.98423 0.94103 -0.8 0.8 0.9
C -4.38540 2.41245 0.32719 1.9 -0.4 -1.3
F -5.71249 2.25139 1.03206 5.4 0.6 -3.4
N -4.10848 2.09939 -1.01043 -4.0 0.4 4.6
C -5.32250 1.51272 -1.68143 -2.2 -1.4 -1.7
C -5.68022 -0.03449 -1.15344 -0.7 0.2 0.4
C -5.93568 -1.09662 -2.37459 -0.1 0.7 0.5
I -5.91597 -3.12026 -1.43391 -0.1 1.1 -0.6
C -2.69018 2.39980 -1.54796 -0.4 -2.1 -0.8
C -2.36320 1.28930 -2.69727 0.4 -1.8 0.4
B -2.62208 1.70383 -4.25176 0.6 1.4 -4.0
O -1.41505 2.16437 -5.02765 -3.5 0.3 1.2
O -3.87493 1.63559 -5.02435 2.8 1.1 1.2
P -3.00909 4.25093 -2.08134 -1.3 2.3 0.0
O -4.46267 4.33197 -3.10426 1.1 -0.2 2.2
Br -1.34036 5.08600 -3.36328 -1.1 -1.0 0.4
C -1.89935 2.17809 -0.07895 -1.7 -0.7 -0.9
C -1.77571 0.54695 0.05772 0.9 -0.6 0.6
C -1.44367 -0.03112 1.54993 0.9 -1.9 -0.2
O -2.61653 -0.82082 2.04394 2.2 -0.2 -0.4
S -0.17521 2.98128 -0.27374 -0.5 6.1 -5.3
O -0.43913 4.51452 -0.00304 1.1 -6.1 0.0
O 0.41049 2.75719 -1.72364 -2.2 -0.3 6.0
C 1.12884 2.28111 0.87252 2.6 -2.1 2.1
F 1.38556 0.84720 0.46864 -1.4 4.3 1.8
F 0.86310 2.44742 2.31829 0.3 -1.0 -4.8
C 2.61194 3.01854 0.62407 2.8 1.1 0.8
F 2.52697 4.24123 -0.20317 0.6 -4.8 3.0
F 3.59267 2.00970 0.07279 -3.9 4.0 1.7
F 3.17694 3.37893 1.97804 -2.0 -1.1 -5.0
H -3.43284 1.63311 5.74853 -2.1 0.3 -1.8
H -4.47627 3.25218 5.06242 2.9 -1.6 -0.2
H -4.23269 0.99871 2.97072 2.5 1.1 0.7
H -2.96924 4.04058 2.98549 0.7 -2.2 -0.9
H -1.59987 2.75988 2.89714 -2.0 0.3 -1.2
H -3.08108 4.15774 0.76191 0.8 -2.6 -0.4
H -5.26926 1.42761 -2.84666 0.6 0.6 2.2
H -6.28536 2.18213 -1.45606 2.5 -1.2 -0.4
H -4.89080 -0.45284 -0.39730 -1.3 0.9 -1.5
H -6.69439 0.07241 -0.54354 2.2 -0.4 -1.3
H -7.02069 -0.94892 -2.78721 2.4 -0.3 0.5
H -5.09570 -1.13500 -3.18910 -1.8 0.3 1.6
H -1.21930 0.94779 -2.64059 -2.5 1.1 -0.1
H -2.96896 0.27807 -2.50486 1.2 2.2 -0.1
H -1.70489 2.79289 -5.76356 0.6 -1.5 1.2
H -3.78131 2.09648 -5.93098 0.0 -1.3 1.7
H -5.15737 4.81638 -2.53762 1.7 -0.9 -1.1
H -0.84535 0.23190 -0.62221 -2.3 0.7 1.3
H -2.75283 -0.04186 -0.29539 2.2 1.6 0.7
H -0.57882 -0.84541 1.42554 -1.7 2.1 0.1
H -1.03818 0.74024 2.32333 -1.2 -1.3 -1.4
H -2.27045 -1.74997 2.23126 -0.7 1.9 -0.3
C -9.33769 1.65956 3.46618 -1.0 0.1 -0.5
C -8.48759 0.44275 3.63842 -0.3 -1.1 -0.2
O -7.22414 0.97528 3.98804 0.1 0.9 0.3
C -7.44847 2.21141 4.52220 1.7 1.4 1.2
O -6.59965 2.88319 5.08425 -2.2 -1.5 -1.2
O -8.74613 2.59687 4.34622 1.0 -0.2 0.3
H -10.38188 1.47968 3.73627 0.2 0.2 0.0
H -9.29702 2.05733 2.44677 0.0 0.0 0.1
H -8.83802 -0.20029 4.45267 0.0 0.1 -0.1
H -8.41870 -0.14985 2.72205 0.2 0.1 0.2
C 7.19353 2.32641 -0.19643 -0.3 0.9 0.7
C 6.31092 1.15588 -0.48599 -1.1 -0.2 0.5
O 6.88600 0.59495 -1.65079 1.0 0.1 -0.3
C 8.19455 0.98332 -1.67391 1.7 -0.7 -1.4
O 9.02991 0.54370 -2.44630 -1.8 0.9 1.7
O 8.44622 1.92655 -0.71973 0.0 -0.9 -0.8
H 7.26962 2.53583 0.87408 0.2 0.0 -0.2
H 6.86756 3.23434 -0.71459 0.0 -0.1 0.0
H 6.33192 0.40837 0.31406 0.0 0.0 0.0
H 5.27424 1.45161 -0.66897 0.6 -0.3 -0.2
C 11.29339 -2.38900 -3.67698 0.2 0.9 -0.7
C 10.55236 -2.26115 -2.38566 -0.4 1.3 0.5
O 10.13366 -3.58601 -2.11818 0.7 -0.6 -0.7
C 10.98736 -4.41482 -2.78746 0.4 -2.5 0.0
O 11.02436 -5.62569 -2.64560 -0.2 2.7 -0.2
O 11.79437 -3.71195 -3.63491 -0.5 -0.8 0.8
H 12.11068 -1.66750 -3.76129 -0.1 -0.3 0.0
H 10.63718 -2.28707 -4.54766 0.0 0.0 0.1
H 11.19500 -1.92111 -1.56671 0.0 -0.1 -0.1
H 9.69206 -1.59080 -2.46419 0.2 -0.3 0.1
C 8.43682 -5.28332 -0.31080 1.4 0.0 -0.4
C 7.49361 -6.09749 -1.13571 0.5 -0.6 -1.1
O 6.39620 -6.30392 -0.26668 -0.4 0.8 1.1
C 6.42082 -5.29327 0.65072 -1.3 0.1 1.2
O 5.52551 -5.06353 1.44653 1.6 -0.3 -1.6
O 7.57702 -4.57315 0.56061 -1.4 -0.2 0.4
H 9.03081 -4.59345 -0.91651 -0.4 -0.3 0.5
H 9.11214 -5.90402 0.28733 -0.1 0.0 0.0
H 7.14504 -5.56071 -2.02434 0.0 -0.1 0.1
H 7.92856 -7.05191 -1.44483 -0.2 0.1 0.1
C 4.96753 -3.02295 -1.54442 0.6 0.4 1.1
C 3.63816 -2.56473 -2.05016 -0.7 0.6 0.5
O 3.64041 -2.98735 -3.40053 0.6 -0.7 -0.3
C 4.52229 -4.02559 -3.49001 0.3 -1.4 -2.0
O 4.64888 -4.73910 -4.47111 -0.3 1.5 2.2
O 5.24281 -4.16159 -2.33856 -0.6 -0.1 -1.0
H 4.94098 -3.28733 -0.48374 0.1 -0.1 -0.2
H 5.75547 -2.28002 -1.70660 -0.1 0.0 0.0
H 2.80395 -3.04717 -1.52991 0.1 0.0 0.0
H 3.51896 -1.47984 -1.98340 0.0 -0.2 -0.2
C -0.38414 4.82171 6.11109 1.0 -0.4 -0.5
C -0.46027 5.75702 7.27401 0.9 0.4 0.7
O -1.80227 6.20453 7.24440 -0.7 -0.6 -0.6
C -2.52405 5.25139 6.58545 -2.6 0.1 0.0
O -3.74201 5.22983 6.52388 2.7 0.1 0.1
O -1.70539 4.32560 6.00564 -0.7 0.4 0.3
H 0.32413 4.00568 6.27868 -0.3 0.0 -0.1
H -0.12339 5.33372 5.17892 0.0 0.0 0.1
H -0.27646 5.25296 8.22870 0.0 0.0 -0.1
H 0.23145 6.59835 7.17734 -0.3 0.0 0.1
C 4.48917 -8.72117 -4.14943 -0.9 0.6 -0.3
C 5.90957 -8.26842 -4.25181 0.4 1.0 -0.5
O 6.60397 -9.18690 -3.42942 -0.4 -0.9 0.3
C 5.84036 -10.31660 -3.36346 0.8 -2.3 1.1
O 6.21242 -11.37204 -2.87838 -0.9 2.4 -1.1
O 4.60721 -10.11133 -3.91180 0.8 -0.4 0.3
H 3.92444 -8.53120 -5.06629 0.0 -0.2 0.2
H 3.96351 -8.26176 -3.30581 0.1 0.0 -0.1
H 6.29950 -8.34255 -5.27247 0.0 0.0 0.1
H 6.04703 -7.24494 -3.89228 0.1 -0.2 0.0
C -7.34444 2.17283 -6.85403 -0.9 -0.4 0.7
C -7.41071 3.25730 -7.87996 -1.1 0.6 -0.4
O -6.05044 3.57329 -8.10781 1.0 -0.9 0.3
C -5.32298 2.47319 -7.75535 1.4 -0.1 -0.6
O -4.13246 2.33353 -7.98081 -2.1 0.3 0.8
O -6.10154 1.54996 -7.11896 0.9 0.6 -0.6
H -8.16528 1.45699 -6.95116 0.3 0.0 0.0
H -7.33268 2.56453 -5.83153 0.0 0.0 -0.1
H -7.85703 2.91665 -8.82021 0.1 0.0 0.1
H -7.95830 4.13419 -7.52377 0.3 -0.1 -0.1
C -4.87884 1.23026 9.68970 -0.3 1.0 0.7
C -5.76145 0.05973 9.40014 -1.0 -0.2 0.5
O -5.18637 -0.50120 8.23534 1.0 0.2 -0.3
C -3.87783 -0.11283 8.21222 1.6 -0.9 -1.4
O -3.04247 -0.55245 7.43983 -1.8 1.0 1.6
O -3.62616 0.83040 9.16640 0.1 -0.8 -0.8
H -4.80275 1.43968 10.76021 0.2 0.0 -0.2
H -5.20481 2.13819 9.17154 0.0 -0.1 0.0
H -5.74045 -0.68778 10.20019 0.0 0.1 -0.1
H -6.79814 0.35546 9.21715 0.2 -0.2 -0.1
```
Positions in Å, forces in eV/Å.